This record from the Open Molecules 2025 dataset describes a molecular structure, C41H31AsBrCsN2O4. The level of theory is ωB97M-V/def2-TZVPD.

Each line ends with the Löwdin charge.
Element x y z (Å)
Cs -1.25 1.46 0.55  1.397
O 0.67 -0.76 2.07  -0.182
C 1.58 -0.49 2.90  -0.427
C 1.66 -1.17 4.17  -0.040
C 2.65 -0.94 5.09  -0.137
C 3.66 0.01 4.85  -0.156
C 3.61 0.70 3.65  -0.105
C 2.62 0.49 2.69  -0.153
C 2.71 1.35 1.51  -0.137
N 1.90 1.40 0.53  -0.015
C 2.16 2.37 -0.52  -0.245
C 1.82 1.78 -1.89  -0.254
N 0.39 1.60 -2.02  -0.066
C -0.20 2.04 -3.05  -0.140
C -1.63 1.86 -3.36  -0.143
C -2.10 2.49 -4.52  -0.093
C -3.40 2.37 -4.96  -0.146
C -4.27 1.57 -4.21  -0.132
C -3.85 0.93 -3.07  -0.029
C -2.51 1.03 -2.57  -0.418
O -2.16 0.43 -1.51  -0.454
H 0.88 -1.90 4.36  0.097
H 2.63 -1.49 6.02  0.085
H 4.43 0.20 5.58  0.075
H 4.37 1.45 3.45  0.097
H 3.59 2.02 1.52  0.110
H 3.21 2.73 -0.51  0.102
H 1.52 3.24 -0.36  0.113
H 2.30 0.79 -1.94  0.100
H 2.24 2.40 -2.70  0.101
H 0.36 2.59 -3.82  0.112
H -1.39 3.09 -5.08  0.094
H -3.73 2.87 -5.86  0.072
H -5.30 1.45 -4.53  0.085
H -4.52 0.30 -2.49  0.103
C 2.90 -5.17 -0.36  -0.128
C 2.49 -4.41 0.73  -0.098
C 1.67 -3.31 0.54  -0.097
C 1.22 -2.95 -0.73  -0.323
C 1.64 -3.73 -1.81  -0.108
C 2.47 -4.83 -1.63  -0.117
As 0.08 -1.31 -0.90  1.361
C -1.55 -2.28 -0.36  -0.299
C -1.96 -2.51 0.94  -0.080
C -3.14 -3.21 1.17  -0.094
C -3.90 -3.66 0.09  -0.106
C -3.49 -3.43 -1.21  -0.038
C -2.30 -2.74 -1.45  -0.191
C -1.75 -2.40 -2.77  -0.192
C -2.35 -2.67 -3.99  -0.032
C -1.73 -2.26 -5.17  -0.099
C -0.52 -1.59 -5.13  -0.098
C 0.08 -1.30 -3.91  -0.110
C -0.52 -1.72 -2.73  -0.331
H 3.55 -6.03 -0.22  0.084
H 2.82 -4.66 1.73  0.094
H 1.37 -2.70 1.39  0.076
H 1.30 -3.48 -2.82  0.084
H 2.77 -5.41 -2.49  0.087
H -1.36 -2.14 1.76  0.091
H -3.48 -3.38 2.18  0.093
H -4.83 -4.20 0.28  0.088
H -4.09 -3.78 -2.04  0.095
H -3.31 -3.17 -4.03  0.097
H -2.21 -2.46 -6.12  0.089
H -0.05 -1.25 -6.05  0.091
H 1.01 -0.74 -3.88  0.100
Br 2.65 4.58 7.01  0.642
C 1.39 4.37 5.59  -0.689
C 0.64 5.47 5.20  -0.149
C -0.27 5.32 4.16  -0.032
C -0.45 4.09 3.54  -0.125
C 0.33 3.01 3.95  -0.001
C 1.27 3.15 4.96  -0.111
C -1.47 3.94 2.41  -0.784
O -1.49 4.83 1.55  -0.043
O -2.15 2.88 2.44  -0.354
H 0.76 6.42 5.70  0.085
H -0.85 6.17 3.81  0.112
H 0.25 2.06 3.43  0.104
H 1.89 2.31 5.25  0.088

Energy relative to the best compared isomer or geometry (same formula, charge and spin), kJ/mol: 92.7
LUMO, eV: 3.87
Net charge: -2
Spin multiplicity: 1
Gap between HOMO and LUMO, eV: 6.050